C38H29ClMgN7O5 | ωB97M-V/def2-TZVPD

Structure (XYZ):
```
81
Properties=species:S:1:pos:R:3:forces:R:3
O -2.510500 3.224829 -1.336108 0.09 -0.08 0.01
N 2.360322 -1.799270 -1.778452 0.14 -0.03 0.08
O -1.005739 0.993623 -0.801181 0.26 -0.19 -0.14
H -3.530028 0.710662 -1.057672 -0.02 -0.01 0.00
C -0.521120 -3.418729 1.380920 0.04 0.00 -0.02
C 0.055517 -3.013498 3.703919 -0.03 0.00 -0.03
C 0.855032 0.993180 2.340927 0.02 0.02 -0.02
C 1.293427 2.016807 3.172746 -0.01 0.00 0.00
C -0.238210 -2.506666 2.436245 -0.01 0.05 -0.06
H -0.982921 3.592798 -2.714991 0.04 0.01 0.03
H 1.031822 1.965976 4.220095 0.01 0.01 0.00
C 5.554776 -1.477853 0.712670 0.00 0.01 -0.04
H 2.407014 3.849273 3.255271 0.00 0.00 0.00
C 0.141455 -0.205663 2.950294 0.03 -0.04 -0.04
H 0.349499 -4.756751 4.915518 -0.01 0.00 -0.01
H -3.592808 -3.934749 -2.552609 -0.01 0.01 0.00
H 0.902220 -1.923313 -6.047381 0.00 0.01 0.00
O -2.117601 -4.622388 -0.695507 -0.01 0.00 0.00
C -3.609939 -0.314041 -1.404932 0.04 -0.02 -0.01
C 4.021064 -1.984323 2.495494 -0.03 -0.01 0.00
N -2.742325 -1.175827 -0.873769 -0.03 0.03 0.01
H -1.649085 3.025620 3.102704 0.00 0.00 0.00
H -5.218651 0.054817 -2.774333 0.00 0.00 0.00
C -1.838527 -3.422361 -0.571669 0.03 0.02 0.02
C -4.528219 -0.677947 -2.377161 0.01 0.00 0.00
N -0.124798 -1.156460 2.053173 0.07 -0.04 0.07
H 2.925452 3.787651 0.802879 -0.01 0.00 0.01
H 6.565668 -1.299057 0.368089 0.00 0.00 0.00
C -2.065431 3.055444 0.994155 0.01 -0.02 -0.02
C 1.844264 1.963056 0.513313 -0.05 0.02 -0.03
N 0.105435 -1.240370 -2.318376 0.00 0.08 -0.27
N 2.075965 -1.520591 -0.608078 0.07 -0.01 0.07
C 2.955921 -1.887593 1.611275 0.02 0.01 -0.05
H 0.228112 -2.322176 4.513991 0.00 0.00 -0.01
C -0.802023 -1.032236 -3.271144 0.07 -0.03 0.09
O -0.031270 -0.190331 4.175522 0.02 -0.01 -0.01
C -0.562724 -1.264589 -4.616622 -0.04 0.01 -0.02
H 3.825262 -2.217592 3.534062 0.00 0.01 -0.01
C -1.536303 2.762659 -2.274957 -0.06 0.06 0.00
C -1.987955 3.782337 -0.186755 -0.05 -0.03 -0.04
C -1.610232 3.595114 2.184376 0.01 0.01 -0.01
C 0.114908 -4.387761 3.923083 0.01 0.02 0.01
C -1.399881 5.885111 -1.464907 -0.02 0.01 -0.01
N -0.921188 -2.815220 0.180266 -0.07 0.08 0.00
H -0.069276 -6.341888 3.053004 0.00 0.01 0.01
C 4.502484 -1.399310 -0.182253 -0.02 0.02 0.06
H -0.590511 6.608235 1.021695 0.00 0.00 0.01
H 6.145784 -1.837041 2.744419 -0.01 0.00 0.00
C -0.120028 -5.271644 2.886233 -0.01 -0.01 -0.02
C 0.680595 -1.727015 -5.006300 0.02 -0.01 -0.02
H -2.112976 2.279627 -3.068149 0.02 0.02 -0.02
H 4.671229 -1.159530 -1.221970 -0.01 0.00 -0.02
H 1.939300 -2.034085 1.939874 0.03 -0.03 0.03
C -2.759053 -2.440260 -1.286679 0.03 0.02 0.00
C 1.302309 -1.650048 -2.714280 -0.04 -0.02 -0.03
H 2.644456 -2.253994 -4.252941 0.00 0.00 0.00
O 0.565319 1.668346 -2.268024 -0.06 -0.04 -0.07
C -0.545968 1.723799 -1.727797 -0.17 0.05 0.14
C 3.203268 -1.609818 0.275871 -0.03 0.02 -0.03
H -0.500695 5.660383 -2.042784 0.00 0.01 0.01
N 1.124423 0.969953 1.035388 0.02 -0.11 -0.04
H -2.453874 2.047867 0.949843 -0.01 0.02 0.03
H -5.223870 -2.312841 -3.593288 0.00 0.00 0.00
Mg -0.196947 -0.774172 -0.061659 -0.38 0.01 0.30
H -1.757823 -0.649424 -2.946431 0.00 0.01 -0.01
Cl -0.494058 5.581546 3.654101 0.02 -0.02 0.00
C -1.077140 4.872489 2.167784 0.00 0.00 0.02
H -0.647081 -5.467512 0.806763 0.00 0.00 0.00
C -4.528895 -1.995038 -2.824769 0.00 -0.01 0.00
C -0.439641 -4.789853 1.619664 0.00 0.05 0.01
C -1.459429 5.071420 -0.201674 0.02 0.06 0.03
C -1.001086 5.606344 1.000180 0.01 0.00 -0.05
C 2.051075 3.038687 2.631165 -0.04 0.01 0.00
H 2.000543 1.918563 -0.558503 0.03 -0.02 0.04
C 1.642012 -1.917948 -4.031270 -0.01 0.00 0.03
H -1.387295 6.949832 -1.231737 0.00 0.00 0.00
H -2.261053 5.676002 -2.100064 0.01 -0.01 0.00
C 2.337033 3.011241 1.273951 -0.01 0.00 0.00
C 5.316598 -1.775887 2.050113 0.02 0.00 0.02
H -1.349745 -1.076366 -5.333849 0.01 -0.01 0.00
C -3.635663 -2.892259 -2.270021 0.00 0.01 -0.01
```
Forces are in eV/Å.

Calculated values
Molar mass ... 723.45 g/mol
Kohn-Sham gap ... 0.199 Eh
Total charge ... -1
E_HOMO ... -4.1 eV

C38H30BClF4IN2O2PS2Y | ωB97M-V/def2-TZVPD

Structure (XYZ):
```
83
Properties=species:S:1:pos:R:3:forces:R:3
C 4.566832 -1.685124 -1.486607 0.04 -0.06 -0.04
I -2.102858 2.492091 -0.024865 -0.30 -0.13 0.14
H -5.593460 1.958649 4.758862 0.00 0.01 0.00
C 3.502476 0.055238 -0.199506 0.02 0.08 0.11
H 2.277358 3.284522 -2.562338 -0.01 -0.01 0.00
H 1.305450 -4.465592 3.193342 0.01 -0.01 0.01
C -4.654582 1.592432 4.362439 -0.02 0.01 0.01
C 0.257757 0.384029 -5.491945 -0.03 -0.13 -0.04
C 1.569057 3.742873 -1.884668 0.07 0.09 0.00
C 0.582394 1.066043 3.391277 -0.05 0.00 0.07
H -1.704552 -3.428571 6.071159 -0.01 -0.01 0.00
S 1.855626 -1.555139 -1.776874 0.29 -0.02 -0.06
H 3.359903 3.423844 4.699114 0.00 0.00 0.00
C 1.837523 4.972039 -1.307635 -0.01 -0.02 0.02
F -2.520224 -2.812441 1.510905 0.05 0.01 0.00
C -1.096832 -3.178398 5.211690 0.00 0.05 -0.04
C -3.449154 0.205425 2.807627 0.03 0.00 -0.01
H 2.749000 5.496665 -1.562333 0.01 -0.01 -0.02
H 4.480111 -2.510453 -2.182884 -0.04 0.00 0.00
C -0.806993 -0.600686 -3.559084 -0.09 -0.07 0.46
C -3.453322 2.041683 4.890468 0.00 -0.02 -0.03
C 0.574657 2.422607 3.065078 0.03 0.01 -0.07
C 0.433085 -2.526616 3.014357 0.20 -0.02 -0.17
C -0.117862 0.467216 -4.132069 0.18 0.45 0.08
C -0.082473 -0.751284 -6.184101 -0.02 0.03 0.02
H -0.865669 5.226818 0.717662 0.00 0.01 0.01
F -3.199597 -3.124350 -0.656637 0.03 0.02 0.00
O -1.170639 -0.612694 -2.310616 -0.04 -0.24 -0.52
H 1.177603 6.472526 0.081589 0.00 0.00 0.01
Cl 1.447152 -2.150435 1.645425 -0.12 -0.07 0.22
C 0.591981 -3.767471 3.607450 -0.09 0.01 0.07
C 5.912098 -0.265552 -0.102600 0.02 -0.04 -0.03
H 1.907743 1.767644 -5.622802 -0.03 -0.02 0.02
C 1.024134 1.469237 -6.190336 0.06 0.06 0.00
H 6.694756 -1.859176 -1.324932 0.01 -0.01 0.00
C -1.244065 -1.942933 4.600660 -0.02 -0.03 0.04
F -2.523993 -1.025646 0.064129 0.15 0.18 0.06
H 0.207732 -0.855312 -7.224857 -0.01 -0.03 -0.01
H 3.386856 1.021941 5.287732 0.00 0.00 0.01
N -0.755756 -1.790941 -5.646342 0.02 0.04 -0.02
H 6.874894 0.032149 0.296291 0.00 -0.01 -0.01
H -1.974123 -1.241241 4.982663 0.01 0.00 0.01
O 0.260347 2.668676 -6.371202 -0.01 -0.07 -0.02
H -0.066385 -5.061802 5.176582 0.00 0.00 0.00
H -3.445651 2.762621 5.698339 -0.01 -0.01 0.01
H 1.616613 -0.473027 4.473896 0.00 -0.02 -0.01
H -2.024453 -3.639645 -4.514313 -0.01 0.00 0.01
H -2.705835 -2.593948 -3.228228 -0.02 0.04 -0.02
H 0.475304 2.543746 -3.939118 0.00 0.00 0.00
C 1.591100 0.575827 4.208569 0.04 0.00 -0.01
P -0.683722 -0.000004 2.619600 0.16 0.07 -0.17
C -1.799229 -2.896486 -3.752294 0.01 -0.07 0.02
C -0.480144 -1.592097 3.490724 -0.04 0.01 0.07
C -2.251220 1.567893 4.383335 0.02 0.03 0.02
C 3.400521 -1.018438 -1.100842 -0.22 -0.03 -0.03
H 1.542173 4.315335 3.262854 0.01 0.01 0.01
Y -0.077606 -0.334648 -0.489795 -0.33 -0.10 -0.15
H 1.374103 1.092363 -7.156870 -0.03 0.01 0.00
H -1.318252 1.925444 4.800100 -0.04 -0.03 0.02
F -0.980101 -2.642423 -0.205985 0.21 0.13 0.13
C -1.107822 -1.733201 -4.382463 0.02 0.06 -0.12
H -0.621531 2.394408 -6.644276 -0.01 0.03 0.00
C 2.591086 1.422596 4.672665 -0.04 -0.01 0.00
C -4.649150 0.671536 3.323922 0.02 -0.01 -0.01
C -0.444012 3.590929 -0.600797 0.26 0.21 -0.03
C 5.811189 -1.320719 -1.003949 0.01 0.05 0.05
C 4.767656 0.404604 0.289045 -0.04 0.00 0.01
C 0.415905 3.044896 -1.547695 -0.14 -0.33 0.05
N 0.115565 1.763302 -2.080316 0.10 0.23 -0.03
H -1.157220 -3.337660 -2.985647 0.01 -0.01 -0.01
C -2.236040 0.649836 3.335471 -0.02 0.02 0.11
C 0.191855 1.663930 -3.358989 -0.11 -0.34 -0.11
B -2.344428 -2.457573 0.181636 -0.21 0.03 -0.06
H -3.448342 -0.507629 1.995326 -0.01 -0.03 -0.01
C 0.963413 5.515682 -0.376472 -0.03 0.00 0.01
S 2.123122 1.002389 0.357426 0.05 0.06 0.06
C 2.575021 2.767788 4.344154 0.00 0.03 0.00
H 4.829144 1.223382 0.996291 0.00 0.01 -0.01
H -5.581373 0.314344 2.905744 -0.01 0.00 0.00
C -0.181875 4.820711 -0.015810 0.03 -0.02 -0.04
C -0.180125 -4.090741 4.712029 0.04 -0.04 -0.02
C 1.555295 3.270108 3.544839 0.04 -0.03 -0.02
H -0.194869 2.818050 2.411076 -0.02 -0.02 0.00
```
Forces are in eV/Å.

Calculated values
Molar mass ... 979.85 g/mol
Kohn-Sham gap ... 0.232 Eh
Total charge ... -1
E_HOMO ... -4.2 eV

C38H30BrI2KN5O2P2Se | ωB97M-V/def2-TZVPD

Structure (XYZ):
```
82
Properties=species:S:1:pos:R:3:forces:R:3
C 0.657988 -3.864587 -0.586528 -0.11 -0.21 -0.01
N 1.194373 -5.047653 -5.121676 0.00 -0.05 -0.06
C 5.604642 -2.177789 0.482887 0.13 0.11 0.04
C -3.178683 -2.689380 -1.361395 0.04 0.03 0.01
C 0.686540 -1.611776 -5.302522 -0.05 0.13 -0.07
H -1.429835 2.182669 0.822244 0.01 0.01 0.06
C -1.626096 -3.200296 2.235086 -0.01 0.04 0.04
H 0.267419 -1.924782 -6.249774 0.00 -0.03 0.01
H 1.993367 1.888653 4.213258 0.00 0.00 -0.07
H 0.029223 3.296914 -0.991812 -0.03 -0.02 -0.02
C 0.930824 2.005336 4.394516 0.09 -0.04 0.00
H -0.917355 -6.032221 -0.151959 0.02 0.00 -0.01
H 0.304341 0.492499 -5.575098 0.00 0.01 -0.01
C -0.413578 -4.066174 0.501693 -0.20 0.06 0.07
H 1.269868 1.083236 -3.371166 0.05 0.01 -0.01
C -1.787338 2.179393 4.937543 0.09 -0.01 -0.01
N 2.625010 -0.510041 6.136085 -0.11 0.06 0.18
C 1.749320 -2.129662 -3.209184 -0.01 0.25 0.09
H -2.786714 2.208350 -4.899703 0.00 0.01 -0.01
H -1.721155 4.441054 -4.720783 0.01 0.00 -0.02
H 1.075995 6.306597 1.112738 0.00 0.02 0.00
H -2.449843 0.532089 -3.140542 0.00 -0.01 0.01
K 1.415998 -1.535135 1.104350 0.64 1.34 1.06
C -1.132363 -5.252402 0.564089 -0.02 0.00 -0.05
N -0.813436 1.378337 0.765249 -0.03 0.13 -0.07
C -0.864737 2.363261 5.957421 -0.01 -0.01 -0.05
C 1.198892 -3.952645 -4.776219 -0.01 0.35 0.08
C 1.208674 -2.548396 -4.422955 0.02 -0.58 -0.04
C -1.571839 3.701443 -3.944805 0.00 -0.03 0.02
C -4.405147 -1.247002 0.125207 0.05 -0.05 -0.02
H -2.077229 1.711346 2.873710 -0.03 0.00 -0.05
H -3.434184 0.584662 0.666178 -0.03 0.02 0.01
C -0.600455 3.050452 -1.839719 0.08 0.09 -0.04
C 1.261961 0.050712 -3.705548 -0.10 -0.01 0.02
C 3.077058 -0.545405 5.071837 0.51 -0.13 -1.04
H -3.147704 -4.404033 3.158382 0.00 0.00 -0.01
H -2.848864 2.230306 5.144748 -0.02 0.00 0.00
H -3.070875 -3.623882 -1.896389 -0.01 -0.02 0.00
C 2.568851 5.209260 0.019499 -0.06 0.04 0.05
N 1.770098 -0.844949 -2.862275 0.14 0.03 -0.02
P -0.773758 0.508406 -0.701810 0.44 -0.18 0.13
N -0.675313 -3.052344 1.343082 0.04 -0.38 -0.17
H -2.678000 -6.313517 1.601023 -0.01 0.01 0.02
O 1.735488 -3.321175 -0.241271 -0.12 -1.28 -0.85
H -5.097431 -3.169471 -0.534584 -0.01 0.00 -0.01
H -5.274108 -1.056612 0.742010 -0.02 0.00 0.00
C -4.304610 -2.434082 -0.594227 -0.03 0.02 0.03
C -0.786643 3.996248 -2.838503 -0.02 -0.02 0.00
H -0.308126 4.963333 -2.748474 -0.01 0.02 0.00
C -2.239612 -0.569607 -0.692157 -0.12 0.12 0.06
C 0.924909 4.197372 1.450897 -0.11 -0.03 0.09
C 3.095861 3.958483 -0.257625 -0.03 -0.02 0.03
C 0.014094 1.829289 3.360875 -0.21 -0.05 -0.20
C -1.195021 1.792582 -1.932971 -0.15 -0.04 0.06
C -2.388772 -4.343276 2.392908 -0.01 0.08 0.04
C -3.376339 -0.321402 0.075022 0.04 0.01 -0.01
C 1.430930 2.929841 1.161447 0.08 0.10 0.09
C -1.348084 1.903898 3.648555 -0.01 0.02 0.04
C -2.145137 -1.760876 -1.404622 -0.04 -0.15 0.00
H 2.951697 1.848367 0.102373 -0.02 -0.02 0.02
P 0.640575 1.365418 1.702115 -0.34 0.44 0.14
C -1.978961 1.503750 -3.049241 -0.03 -0.02 0.00
H 5.094534 -2.193434 1.440020 0.00 -0.01 0.00
H -1.242624 -2.014869 -1.952158 0.03 0.07 -0.01
H 0.084962 4.298786 2.130209 0.00 -0.03 0.01
I 4.464145 -1.001888 -0.857111 -0.09 0.04 -0.02
C 2.530387 2.824941 0.316470 0.08 -0.04 -0.08
H 6.590248 -1.738673 0.567225 -0.04 0.03 0.05
Br -1.885477 -1.709404 3.394955 -0.05 -0.01 -0.04
H 3.009108 6.094093 -0.423064 0.00 0.00 -0.01
H 3.949970 3.860306 -0.914851 0.01 -0.01 -0.01
C -2.167721 2.450896 -4.044898 0.01 0.01 0.01
C 0.711625 -0.277905 -4.935532 0.00 -0.04 0.05
O 0.305886 -4.262383 -1.705309 -0.02 -0.04 -0.15
H 1.219609 2.349518 6.478100 0.00 0.00 0.00
C -2.115875 -5.390451 1.527324 -0.02 -0.09 -0.05
I 5.867816 -4.169171 -0.171029 0.00 -0.15 -0.02
Se 3.837228 -0.577823 3.359490 -0.44 0.13 0.74
C 1.482018 5.329981 0.882301 0.10 -0.03 -0.08
H 2.136550 -2.835445 -2.484027 0.03 -0.03 -0.06
C 0.492018 2.266030 5.681917 0.03 0.00 0.07
H -1.201044 2.553875 6.968505 0.00 0.01 0.01
```
Forces are in eV/Å.

Calculated values
Molar mass ... 1102.41 g/mol
Kohn-Sham gap ... 0.251 Eh
Total charge ... -1
E_HOMO ... -4.8 eV